Entry 1:
Here is a molecular structure, C48H132AlB3F12N12O12 at a distorted geometry from OMol25. Energies are from ωB97M-V/def2-TZVPD.

The geometry in XYZ format:
```
220
C48H132AlB3F12N12O12 ωB97M-V/def2-TZVPD
Al -23.22282 0.18350 -12.98718
B -28.25978 2.50208 -15.36550
F -28.33983 3.60164 -14.52671
F -24.42419 1.37058 -13.11952
F -29.23259 1.60345 -15.18830
F -27.32942 2.59295 -16.29017
B -23.66845 -0.97407 -10.62192
F -23.62698 -0.01302 -9.60221
F -24.88782 -0.67279 -11.47740
F -22.65153 -0.51335 -11.63229
F -23.35884 -2.25353 -10.34999
B -23.16231 -3.34669 -11.11884
F -23.46456 -4.70242 -10.77499
F -24.11713 -3.17372 -12.32276
F -22.12870 0.58499 -14.33084
F -21.83397 -3.38333 -11.65583
C -14.61762 -6.13088 -12.23041
C -15.68673 -6.98544 -12.95372
C -17.11657 -6.63430 -12.47090
O -17.27470 -6.82289 -11.06346
C -17.56752 -8.16093 -10.80048
N -15.53478 -6.84382 -14.40564
H -14.60695 -5.18186 -12.75694
H -13.65196 -6.60036 -12.11322
H -15.05550 -5.75481 -11.23995
H -15.60477 -8.08394 -12.69176
H -17.90802 -7.13835 -13.06002
H -17.22925 -5.57934 -12.66076
H -18.65030 -8.48598 -10.88166
H -17.21684 -8.44664 -9.84269
H -17.07016 -8.83649 -11.53142
H -15.43558 -5.84753 -14.64662
H -14.77142 -7.42380 -14.68712
C -22.98042 -6.46235 -17.84224
C -23.08786 -6.66408 -16.36604
C -22.16011 -5.80669 -15.43333
O -20.83302 -6.33335 -15.56704
C -20.03597 -5.66901 -14.65770
N -24.41938 -6.25115 -15.89657
H -23.61281 -5.63979 -18.31458
H -23.19676 -7.40803 -18.38449
H -21.92537 -6.28430 -18.14530
H -22.85638 -7.72391 -16.12472
H -22.47309 -5.66626 -14.39477
H -22.11009 -4.84668 -15.96561
H -20.25272 -5.89698 -13.58133
H -20.14088 -4.55560 -14.76099
H -19.02443 -5.96030 -14.96675
H -24.62677 -6.50241 -14.95407
H -25.18917 -6.63783 -16.52648
C -20.53666 -10.51296 -13.96607
C -20.85065 -10.30203 -12.49762
C -21.16777 -8.87852 -12.17466
O -21.62026 -8.83476 -10.82297
C -21.86540 -7.49961 -10.45412
N -21.93321 -11.22889 -12.16849
H -19.90363 -9.66343 -14.39334
H -21.46801 -10.38504 -14.51244
H -20.04455 -11.50502 -14.17595
H -19.93381 -10.56017 -11.92636
H -21.89588 -8.50134 -12.86619
H -20.27630 -8.24920 -12.29855
H -20.88413 -6.96238 -10.43083
H -22.27340 -7.50147 -9.46451
H -22.55405 -7.04955 -11.14117
H -22.83084 -10.98902 -12.56414
H -22.05715 -11.04623 -11.18366
C -18.80463 -1.61937 -6.33080
C -18.78911 -1.29519 -7.81564
C -18.03719 -2.23765 -8.76493
O -17.63837 -1.66831 -10.03127
C -18.09967 -2.43372 -11.13034
N -20.16752 -1.19213 -8.28722
H -17.81596 -1.79150 -5.89705
H -19.36095 -2.53069 -6.31396
H -19.42519 -0.85988 -5.75087
H -18.23137 -0.33613 -7.90476
H -18.50321 -3.18367 -9.06273
H -17.05735 -2.53808 -8.30806
H -17.70487 -3.45567 -11.00516
H -17.74126 -1.96884 -12.01777
H -19.18873 -2.49569 -11.10478
H -20.25432 -0.92079 -9.28032
H -20.89251 -0.79574 -7.64400
C -17.69749 -7.46053 -17.65422
C -18.96685 -7.65282 -18.41490
C -18.84209 -8.06944 -19.93570
O -18.29993 -7.03997 -20.71852
C -18.53621 -7.19789 -22.08639
N -19.74969 -8.81595 -17.82548
H -17.04253 -6.58297 -17.85008
H -17.00919 -8.34689 -17.76295
H -18.07537 -7.44296 -16.59162
H -19.47829 -6.68759 -18.44760
H -19.85961 -8.16014 -20.34511
H -18.33520 -9.01043 -20.01292
H -19.57203 -7.14591 -22.37493
H -18.16466 -8.12268 -22.47433
H -17.90004 -6.47618 -22.54744
H -19.96245 -8.82860 -16.81250
H -20.63269 -8.98082 -18.24776
C -26.28745 -1.95037 -13.58472
C -25.21485 -1.76427 -14.65865
C -25.47295 -0.59711 -15.65272
O -24.60249 -0.58595 -16.76779
C -24.59214 0.58233 -17.54038
N -23.87425 -1.55022 -14.32091
H -26.46003 -0.96164 -13.11962
H -25.94132 -2.67098 -12.85156
H -27.19348 -2.24060 -14.12489
H -25.28969 -2.66931 -15.27924
H -25.46595 0.39890 -15.13215
H -26.43899 -0.81834 -16.01421
H -25.09431 1.39465 -17.02522
H -25.17554 0.60090 -18.45801
H -23.55933 0.78422 -17.83232
H -23.20652 -1.55681 -15.09530
H -23.64672 -2.21196 -13.60463
C -22.56525 -0.63512 -5.38683
C -23.92598 -1.17300 -5.84524
C -23.90367 -2.39694 -6.65813
O -25.23694 -2.89605 -6.61492
C -25.39665 -4.14184 -7.13273
N -24.48539 -1.64135 -4.53892
H -22.21137 0.05165 -6.16323
H -21.81630 -1.45846 -5.21543
H -22.60658 -0.08717 -4.42851
H -24.44713 -0.32797 -6.30576
H -23.26631 -3.08256 -6.14237
H -23.64300 -2.29125 -7.66834
H -24.47437 -4.69851 -6.90060
H -25.63130 -4.11415 -8.23862
H -26.16958 -4.65391 -6.64384
H -24.46529 -0.94860 -3.81554
H -25.36630 -2.19817 -4.67867
C -20.14173 1.78855 -11.92665
C -19.18905 1.03032 -12.86567
C -19.24182 1.71917 -14.28184
O -18.62467 0.74871 -15.21435
C -19.20146 0.90909 -16.44442
N -17.73272 0.79196 -12.42364
H -20.53081 1.17782 -11.09571
H -20.97622 2.17547 -12.57306
H -19.65919 2.64807 -11.51630
H -19.72360 0.10447 -13.20393
H -18.67054 2.66660 -14.30623
H -20.30498 1.82115 -14.52374
H -18.73733 1.86810 -16.94450
H -20.27832 1.05092 -16.33317
H -19.03754 0.04166 -17.10425
H -17.28838 0.03247 -12.93751
H -17.68514 0.46276 -11.46315
C -16.80334 -1.56967 -19.01868
C -16.66298 -2.70206 -18.08148
C -17.22421 -2.19364 -16.80214
O -16.95811 -3.12321 -15.81918
C -17.36419 -2.69706 -14.52459
N -17.36453 -3.79058 -18.67122
H -16.38346 -1.82909 -19.98285
H -16.28393 -0.61556 -18.62837
H -17.84209 -1.30683 -19.14595
H -15.58663 -2.97877 -17.99181
H -18.30310 -2.07038 -16.99580
H -16.79437 -1.19661 -16.55096
H -17.01262 -3.41198 -13.80859
H -18.42447 -2.51140 -14.52621
H -16.84037 -1.76400 -14.35521
H -18.15371 -3.54543 -19.20125
H -17.60593 -4.50479 -18.00722
C -28.56772 -7.90364 -9.13332
C -28.14276 -6.46884 -8.89096
C -27.55310 -5.86723 -10.17254
O -27.90872 -4.44346 -10.30802
C -26.92615 -3.71163 -10.99989
N -29.25013 -5.77656 -8.20919
H -27.92537 -8.31488 -9.91934
H -29.67349 -7.80604 -9.46992
H -28.50446 -8.57474 -8.36022
H -27.35717 -6.49982 -8.07938
H -28.02689 -6.45532 -11.01214
H -26.48193 -6.03465 -10.18060
H -26.13494 -3.26834 -10.34056
H -27.42530 -2.92359 -11.50528
H -26.47916 -4.29860 -11.77675
H -30.15453 -6.12148 -8.53349
H -29.10628 -4.78203 -8.25339
C -27.60071 -10.67419 -12.16752
C -26.08742 -10.59220 -12.15817
C -25.36867 -10.96382 -10.84643
O -25.61553 -9.95258 -9.90937
C -24.69059 -9.84673 -8.85642
N -25.54882 -11.56015 -13.17945
H -28.14398 -9.90889 -11.55005
H -27.85134 -11.69468 -11.82821
H -27.88645 -10.56348 -13.20833
H -25.64402 -9.55216 -12.33228
H -24.32067 -11.05156 -11.02836
H -25.71068 -11.94953 -10.45196
H -23.67682 -10.20296 -9.16309
H -25.05056 -10.39240 -7.98566
H -24.71849 -8.80147 -8.58427
H -26.11083 -11.37942 -13.98631
H -25.63235 -12.47838 -12.85683
C -22.11675 -3.29722 -20.41542
C -20.77255 -3.58062 -19.74388
C -20.88952 -3.34795 -18.24317
O -21.19171 -1.98307 -17.91300
C -21.78671 -2.05528 -16.57082
N -20.41511 -4.96017 -19.95862
H -22.42111 -2.20675 -20.03407
H -22.89185 -3.94577 -20.07329
H -21.96574 -3.46054 -21.48350
H -20.05925 -2.97107 -20.26192
H -19.90355 -3.63438 -17.80290
H -21.62062 -4.05611 -17.87443
H -22.79111 -2.42506 -16.91582
H -21.76066 -1.04033 -16.10443
H -21.24120 -2.74998 -15.90436
H -19.55447 -5.08562 -20.45725
H -21.18907 -5.45765 -20.48570
```

Löwdin atomic charge list, values in e, 8 entries: atom 1 (Al): 0.23, atom 2 (B): -0.72, atom 3 (F): 0.18, atom 4 (F): -0.12, atom 5 (F): 0.25, atom 6 (F): 0.27, atom 7 (B): -0.84, atom 8 (F): 0.22

---

Entry 2:
Here is a molecular structure, C48H132Cu2N12O16S at a distorted geometry from OMol25. Energies are from ωB97M-V/def2-TZVPD.

The geometry in XYZ format:
```
211
C48H132Cu2N12O16S ωB97M-V/def2-TZVPD
Cu -2.84134 -0.60603 1.04891
Cu 1.99005 0.08898 -1.62673
S -0.29863 -0.83218 -0.20507
O -0.55188 -0.60051 1.20274
O 0.93654 -1.63679 -0.37344
O -1.37458 -1.66750 -0.72669
O -0.01462 0.48259 -0.84096
C 5.08048 1.32714 -2.35505
C 4.23963 2.56593 -2.67422
C 4.70539 3.46159 -3.80260
O 6.05728 3.94049 -3.56471
C 6.58758 4.64740 -4.64684
N 2.86689 2.17916 -2.88470
H 6.11153 1.65358 -2.21916
H 4.96080 0.64034 -3.19295
H 4.65176 0.91450 -1.44180
H 4.14279 3.30436 -1.87833
H 4.09311 4.35512 -3.68088
H 4.62117 3.02972 -4.79985
H 5.98316 5.51408 -4.91451
H 6.52997 3.97519 -5.50294
H 7.61918 4.95047 -4.46781
H 2.31784 2.96487 -3.20299
H 2.83931 1.45380 -3.58697
C 3.50462 -2.51157 -3.28930
C 3.01703 -1.48357 -4.32149
C 3.19082 -1.96742 -5.79351
O 2.74028 -0.88883 -6.61411
C 2.99290 -1.18837 -8.04531
N 1.72995 -0.84780 -4.08546
H 3.23430 -2.13016 -2.30464
H 4.53948 -2.85385 -3.29063
H 3.02075 -3.45625 -3.53738
H 3.81950 -0.75114 -4.23384
H 2.66089 -2.90536 -5.95943
H 4.21998 -2.28036 -5.96956
H 4.02229 -1.21293 -8.40288
H 2.45460 -0.37154 -8.52607
H 2.50050 -2.14311 -8.23003
H 1.09686 -1.61164 -3.89615
H 1.42515 -0.60904 -5.01830
C 0.76634 2.79011 8.24923
C 1.53641 2.89516 6.95867
C 0.72151 3.26140 5.68463
O 0.35312 1.98504 5.10526
C 0.05840 2.00877 3.76836
N 2.57286 3.82935 7.05501
H 1.36091 2.58158 9.13866
H -0.15209 2.24955 8.02037
H 0.45377 3.82643 8.37750
H 1.91078 1.88687 6.78171
H 1.35886 3.75685 4.95223
H -0.17252 3.86701 5.83313
H -0.78076 2.65282 3.50547
H -0.37219 1.03011 3.55639
H 0.86902 2.31823 3.10865
H 2.96277 3.78002 7.98540
H 3.28777 3.49863 6.42285
C 2.23128 -5.00975 1.38361
C 1.23831 -5.01589 0.19301
C 0.73051 -6.48423 -0.22733
O 0.03236 -6.44294 -1.52574
C -0.90770 -7.48852 -1.73454
N 0.15527 -4.15040 0.41025
H 1.95603 -5.85271 2.01745
H 2.32572 -4.03464 1.86146
H 3.20917 -5.09238 0.90926
H 1.77411 -4.61545 -0.66761
H 0.11921 -6.79424 0.62020
H 1.54552 -7.20086 -0.32878
H -1.58972 -7.56600 -0.88781
H -0.46916 -8.46899 -1.92017
H -1.55159 -7.34379 -2.60204
H -0.36997 -4.32776 -0.43401
H 0.43116 -3.18166 0.33596
C 0.07861 -3.42446 3.83264
C -0.93392 -2.57918 4.54213
C -0.31233 -1.69277 5.66712
O -0.10304 -2.40093 6.86735
C 0.37695 -1.72707 8.02121
N -1.63403 -1.65763 3.65317
H 0.92083 -2.77254 3.60075
H -0.37041 -3.97295 3.00461
H 0.51861 -4.16804 4.49717
H -1.66171 -3.26645 4.97350
H -1.04117 -0.98204 6.05667
H 0.62513 -1.25604 5.32285
H 1.40994 -1.40081 7.90044
H 0.28306 -2.14791 9.02230
H 0.02449 -0.69965 7.93027
H -0.99422 -0.95554 3.30992
H -1.91756 -2.14195 2.81344
C -0.84979 -4.06676 -3.71271
C -1.79972 -2.95327 -4.19631
C -3.23854 -3.08445 -3.54296
O -4.14050 -2.42313 -4.38444
C -5.54128 -2.39732 -4.08866
N -1.20540 -1.61983 -4.01718
H -0.85059 -4.01368 -2.62400
H 0.21967 -4.07878 -3.92296
H -1.22587 -5.06221 -3.94884
H -2.06687 -3.05017 -5.24861
H -3.19038 -2.57202 -2.58212
H -3.60808 -4.10158 -3.41259
H -5.71278 -1.71535 -3.25582
H -5.90004 -3.39094 -3.82013
H -6.04527 -1.98910 -4.96470
H -1.95062 -1.01609 -4.33380
H -1.16915 -1.48017 -3.01755
C -4.78653 2.11646 3.11229
C -3.84358 0.96717 3.68124
C -3.82252 0.94957 5.31212
O -5.14157 0.36214 5.76204
C -5.07221 -0.55595 6.83206
N -4.14861 -0.36521 3.09416
H -4.34073 3.11082 3.08727
H -5.71463 2.07322 3.68225
H -5.25098 1.83670 2.16671
H -2.90524 1.46053 3.42782
H -3.75525 1.92754 5.78872
H -2.97865 0.30272 5.55202
H -4.54076 -0.08214 7.65739
H -4.52208 -1.46974 6.60748
H -6.10631 -0.87551 6.96102
H -5.10107 -0.59236 3.34180
H -3.61115 -1.00701 3.65926
C 5.76458 -0.99283 0.85026
C 4.27807 -1.06182 1.27252
C 3.70847 0.15947 2.09003
O 4.51367 0.76049 3.08243
C 3.84288 1.84068 3.78825
N 3.50100 -1.28224 0.14591
H 6.38517 -0.99550 1.74634
H 5.86991 0.00808 0.43170
H 6.08764 -1.76334 0.15023
H 4.23213 -2.00383 1.81898
H 2.85616 -0.35596 2.53277
H 3.41559 0.85330 1.30205
H 3.01862 1.45987 4.39132
H 3.43676 2.57754 3.09529
H 4.57900 2.37816 4.38603
H 3.91147 -2.02006 -0.40838
H 2.50075 -1.41524 0.10207
C -3.12213 3.25940 -1.29930
C -3.65024 2.01871 -0.48494
C -3.89020 0.74669 -1.38669
O -4.33579 -0.40824 -0.71497
C -5.81848 -0.37666 -0.65871
N -2.54576 1.72617 0.39518
H -3.18408 4.09378 -0.60069
H -3.52911 3.33498 -2.30764
H -2.09601 2.99733 -1.55715
H -4.55215 2.26683 0.07459
H -3.01239 0.45678 -1.96419
H -4.61186 0.99364 -2.16536
H -6.32640 -0.16181 -1.59890
H -6.12127 0.38216 0.06282
H -6.28168 -1.30026 -0.31157
H -1.65551 1.54469 -0.04596
H -2.38181 2.57446 0.91826
C 0.69193 5.48162 -0.07918
C 0.69884 6.49260 1.10983
C 1.98128 6.29801 1.99617
O 2.12651 7.31283 2.96119
C 2.66235 6.94433 4.25560
N 0.62825 7.83827 0.64519
H 0.44832 4.47283 0.25412
H 1.58824 5.51369 -0.69860
H -0.12003 5.78714 -0.73910
H -0.09905 6.26002 1.81508
H 2.92876 6.32215 1.45785
H 2.00487 5.34963 2.53295
H 2.53672 7.81754 4.89576
H 3.71744 6.67071 4.25054
H 2.22229 6.12657 4.82631
H 1.36758 8.02400 -0.01738
H 0.73486 8.46909 1.42673
C 2.47667 3.06040 -7.42395
C 1.00246 3.20782 -7.04076
C 0.63023 4.09041 -5.80218
O 0.86612 3.37177 -4.62882
C -0.07481 2.41510 -4.20966
N 0.20931 3.70209 -8.19050
H 2.94249 2.96083 -6.44354
H 2.84762 3.90565 -8.00365
H 2.57838 2.10203 -7.93314
H 0.54285 2.23651 -6.85795
H -0.40996 4.40438 -5.88899
H 1.08402 5.08054 -5.84492
H -0.96939 2.89415 -3.81175
H 0.30947 1.88111 -3.34059
H -0.57462 1.77381 -4.93564
H 0.86182 4.21981 -8.76173
H -0.05540 2.93675 -8.79404
C -3.16817 -5.48047 1.32369
C -3.50179 -4.35778 0.46593
C -4.94222 -4.08016 0.08250
O -5.49303 -5.18270 -0.48060
C -6.93666 -5.11070 -0.83429
N -2.82481 -3.15310 0.93276
H -3.38422 -5.45147 2.39167
H -2.14188 -5.77097 1.09912
H -3.74453 -6.32079 0.93669
H -2.97892 -4.63387 -0.44976
H -4.95499 -3.24865 -0.62215
H -5.40516 -3.59395 0.94122
H -7.53050 -4.61302 -0.06763
H -7.23842 -6.12870 -1.08070
H -6.91325 -4.55086 -1.76924
H -1.86352 -3.31159 1.19903
H -2.52268 -2.66900 0.09941
```

Löwdin atomic charge list, values in e, 8 entries: atom 1 (Cu): 0.30, atom 2 (Cu): 0.37, atom 3 (S): 0.28, atom 4 (O): -0.32, atom 5 (O): -0.40, atom 6 (O): -0.35, atom 7 (O): -0.36, atom 8 (C): -0.02

---

LUMO level values (in eV) by entry order: 0.03 0.54.
HOMO-LUMO gap values (in eV) by entry order: 8.73 7.98.